Density functional theory data (ωB97M-V/def2-TZVPD) for 9 unconnected molecules or ions with the total composition C33H84O27S7.

Positions of all 151 atoms, in Å:
1 C 0.466598 7.623886 1.268202
2 C 0.759569 6.299434 1.982626
3 O -0.376206 5.457643 1.724613
4 S -0.002972 4.216706 0.745349
5 C -1.636326 3.915721 0.067029
6 O 0.789935 4.768683 -0.336251
7 O 0.419435 3.060108 1.500795
8 H -0.512549 8.013039 1.535790
9 H 0.533456 7.379133 0.207086
10 H 1.234074 8.375804 1.455744
11 H 1.695295 5.905927 1.583755
12 H 0.946042 6.455199 3.045614
13 H -1.952389 4.864899 -0.360810
14 H -2.249053 3.499779 0.863463
15 H -1.629502 3.209291 -0.763646
16 C -7.737333 -6.643339 -2.659662
17 C -7.502173 -5.193126 -2.976134
18 O -6.125425 -4.864539 -2.760656
19 S -5.784893 -3.529353 -1.949975
20 C -4.021844 -3.456041 -2.175888
21 O -6.400450 -2.383184 -2.557941
22 O -6.094924 -3.821688 -0.567131
23 H -7.126391 -6.972462 -1.816719
24 H -7.318353 -7.262293 -3.459655
25 H -8.777335 -6.904503 -2.486839
26 H -7.734350 -4.918032 -4.008093
27 H -8.159187 -4.547166 -2.385453
28 H -3.664724 -2.946315 -1.280025
29 H -3.897983 -2.802548 -3.036962
30 H -3.482071 -4.391737 -2.275003
31 C -3.931063 2.760441 -4.187321
32 C -2.955520 3.932815 -4.393240
33 O -1.762186 3.632943 -5.106145
34 S -0.480515 3.012570 -4.268253
35 C 0.083517 4.524361 -3.427705
36 O -1.005378 2.036501 -3.345534
37 O 0.478702 2.657935 -5.270561
38 H -4.282911 2.445598 -5.167882
39 H -4.675491 3.145689 -3.488616
40 H -3.508563 1.899810 -3.669259
41 H -3.557774 4.740679 -4.802856
42 H -2.596670 4.221896 -3.395814
43 H -0.393305 4.802654 -2.496350
44 H 0.106829 5.368872 -4.118446
45 H 1.160189 4.406792 -3.283149
46 C 5.074900 3.334555 5.078887
47 C 3.745241 3.167706 4.374177
48 O 2.744907 2.813999 5.321034
49 S 1.475053 3.807676 5.527009
50 C 1.362330 3.715388 7.312179
51 O 1.914361 5.170763 5.317560
52 O 0.300964 3.176711 4.987139
53 H 5.357347 2.402243 5.572491
54 H 4.960266 4.061284 5.888410
55 H 5.905335 3.610392 4.431895
56 H 3.506180 3.979452 3.688535
57 H 3.872968 2.271898 3.753278
58 H 2.368396 3.889448 7.681725
59 H 0.983486 2.788410 7.734324
60 H 0.649070 4.517369 7.502446
61 C 1.979585 0.222695 2.716209
62 C 1.599899 -0.855084 1.708498
63 O 0.177137 -0.951303 1.597198
64 S -0.384747 -1.112666 0.062675
65 C -0.180303 0.594871 -0.538955
66 O 0.585230 -1.898115 -0.662231
67 O -1.795764 -1.429963 0.138915
68 H 1.094573 0.461456 3.318129
69 H 2.083780 1.222991 2.288036
70 H 2.797712 -0.146548 3.326658
71 H 2.173966 -0.707200 0.790766
72 H 1.969979 -1.820671 2.065757
73 H 0.865566 0.860826 -0.426912
74 H -0.923074 1.188314 -0.018669
75 H -0.439225 0.564752 -1.597320
76 C 5.682943 -4.500105 1.350712
77 C 5.319799 -3.318715 0.456579
78 O 5.447943 -3.799107 -0.899727
79 S 4.918777 -2.780873 -2.051085
80 C 3.138225 -3.035849 -1.812216
81 O 5.201362 -1.425089 -1.648148
82 O 5.328395 -3.313251 -3.314453
83 H 4.853642 -5.209961 1.300482
84 H 5.802439 -4.273650 2.408133
85 H 6.576361 -4.980090 0.958417
86 H 4.385620 -2.823738 0.729741
87 H 6.059851 -2.515168 0.498287
88 H 2.609137 -3.031702 -2.763258
89 H 2.764587 -2.141938 -1.318980
90 H 2.968583 -3.914738 -1.201021
91 C 0.751582 -5.366887 -0.103057
92 C 0.928468 -6.314540 -1.268410
93 O 2.261150 -6.350323 -1.795321
94 S 2.580731 -7.454489 -2.904195
95 C 4.297499 -7.003974 -3.204552
96 O 2.423933 -8.755034 -2.306147
97 O 1.787681 -7.176779 -4.099021
98 H 0.833877 -4.336495 -0.439426
99 H 1.585795 -5.585792 0.569824
100 H -0.195429 -5.583633 0.382932
101 H 0.600954 -7.341499 -1.082992
102 H 0.258858 -6.024924 -2.087723
103 H 4.281858 -6.036739 -3.700767
104 H 4.734995 -7.797138 -3.801851
105 H 4.773275 -6.900768 -2.231657
106 C -2.327364 1.165034 3.221956
107 O -2.965844 0.888434 4.448842
108 C -2.724747 1.949509 5.345071
109 C -3.728401 1.911431 6.469673
110 O -4.089912 3.121251 7.077160
111 C -3.011352 3.858201 7.569328
112 C -3.507918 5.123343 8.249281
113 O -2.460392 5.801465 8.872827
114 C -2.827069 7.087417 9.314281
115 H -1.240912 1.233153 3.356347
116 H -2.733695 2.035343 2.699509
117 H -2.406824 0.319511 2.531495
118 H -2.726826 2.966177 4.921402
119 H -1.685396 1.918596 5.699873
120 H -3.456781 1.167913 7.233778
121 H -4.609432 1.421216 6.044925
122 H -2.363048 4.120645 6.716850
123 H -2.305912 3.308793 8.213077
124 H -4.325590 4.893899 8.946077
125 H -3.994704 5.727531 7.469422
126 H -3.754667 7.086310 9.897444
127 H -3.021043 7.769244 8.480063
128 H -2.015987 7.453228 9.936851
129 C 3.115687 -0.550340 -8.031622
130 O 3.445638 -1.935584 -7.995535
131 C 2.677191 -2.699032 -7.096076
132 C 2.614616 -2.321149 -5.597274
133 O 1.891939 -1.114802 -5.400025
134 C 0.511130 -1.033762 -5.763478
135 C -0.274473 -2.144079 -5.105883
136 O -0.024018 -2.255104 -3.705557
137 C -0.224145 -3.646909 -3.359443
138 H 3.881717 -0.043091 -8.615775
139 H 3.191267 -0.107475 -7.036412
140 H 2.113085 -0.415562 -8.441047
141 H 3.217437 -3.647289 -7.125238
142 H 1.622461 -2.860937 -7.345824
143 H 3.632233 -2.216597 -5.225177
144 H 2.120639 -3.165166 -5.107061
145 H 0.507085 -1.051325 -6.859545
146 H 0.102757 -0.037912 -5.589370
147 H -0.104749 -3.065587 -5.672528
148 H -1.352643 -1.936240 -5.140030
149 H -0.288480 -3.601274 -2.274221
150 H 0.761706 -4.061836 -3.601904
151 H -0.980104 -4.223742 -3.889543

Cartesian forces, eV/Å:
0.6 -0.6 -0.2
0.6 1.9 0.0
0.4 -1.7 -0.3
-0.9 0.1 -0.6
0.3 0.1 0.2
0.0 -0.7 0.8
0.1 1.1 -0.5
0.0 0.0 0.0
-0.4 0.3 -0.1
0.0 0.0 0.2
-0.2 -0.3 -0.1
-0.6 -0.4 0.1
-0.3 0.1 0.4
-0.2 0.4 0.0
0.6 -0.2 0.1
1.1 -0.8 -0.3
-1.0 0.8 0.0
0.8 0.4 -0.3
-0.5 -1.0 1.3
-0.2 0.7 0.0
0.3 -0.3 -0.1
0.3 0.4 -0.8
-0.3 0.4 0.4
-0.4 0.0 -0.2
0.0 0.1 -0.1
0.1 -0.3 0.0
0.3 -0.1 0.3
0.0 0.1 0.0
0.3 -0.1 -0.1
-0.5 -0.2 -0.1
0.9 0.2 0.0
-0.2 -1.1 2.3
1.0 -0.6 -0.6
-1.3 1.3 -0.7
1.1 -0.1 -0.6
0.6 0.6 -0.1
-0.6 0.2 0.7
-0.6 0.0 0.2
-0.5 -0.1 -0.5
0.4 0.1 -0.2
0.8 0.3 -0.6
-0.5 0.4 0.0
-0.2 -0.4 0.0
-0.7 -0.3 -0.3
-0.1 -0.5 0.5
-0.2 0.2 1.0
1.5 -1.2 -1.1
-1.3 0.9 0.0
0.7 -0.9 2.3
-0.1 0.0 -0.5
-0.6 -0.9 -1.1
0.7 0.9 -0.5
-0.1 -0.1 -0.1
0.2 0.2 -0.2
-0.2 0.2 -0.2
-0.4 0.2 0.5
-0.4 0.2 -0.1
-0.1 0.4 0.2
-0.1 -0.2 -0.5
0.2 0.1 0.4
-1.5 0.4 0.0
1.4 -0.2 0.8
-0.9 -0.2 -1.7
0.3 1.6 0.2
-0.7 -1.5 -0.2
-0.9 -0.3 0.4
1.6 -0.1 0.1
0.2 -0.7 0.5
0.8 -0.3 -0.4
0.1 0.5 0.1
-0.7 0.1 -0.4
-0.3 0.0 0.1
-0.1 0.3 0.3
0.3 0.2 0.3
0.1 -0.1 0.0
-0.8 -0.1 -0.4
1.7 0.6 0.6
-0.6 0.4 -0.9
-1.7 -0.2 0.9
0.4 0.9 -0.2
0.4 -0.7 -0.4
0.3 0.0 0.5
0.1 -0.2 -0.1
0.1 0.4 -0.1
0.1 0.0 0.1
-0.4 -0.5 -0.5
0.0 -0.1 0.5
0.2 -0.4 -0.1
0.1 -0.1 0.2
0.0 -0.1 -0.3
1.3 -0.7 -0.4
-1.8 -0.6 -1.2
0.7 0.4 0.2
-1.0 0.0 -1.2
-0.9 0.0 0.6
0.5 0.5 -0.2
1.0 -0.1 1.3
-0.2 0.1 0.2
-0.2 0.2 0.4
0.0 0.2 0.0
0.3 0.0 0.6
0.2 0.2 0.0
0.1 -0.1 -0.2
0.0 0.0 -0.1
0.1 -0.2 0.0
0.8 -1.0 -0.6
-0.2 0.7 -0.4
1.1 0.9 0.6
-0.6 -1.8 0.3
-0.4 0.1 0.1
1.4 0.4 -0.4
-1.0 -0.3 -0.6
0.3 -0.1 0.0
-0.3 0.1 0.0
-0.1 0.6 0.1
0.0 0.2 0.3
-0.5 -0.1 0.3
-0.6 -0.2 -0.7
0.0 -0.4 0.1
0.5 0.3 0.2
-0.3 0.6 0.0
-0.1 0.4 0.1
-0.6 -0.3 0.4
0.2 -0.2 0.2
0.2 0.2 0.0
0.0 -0.3 0.2
0.3 0.0 -0.1
0.0 0.1 -0.1
0.5 -0.1 0.4
-0.4 0.6 0.3
0.5 -0.9 1.0
-0.4 0.4 -1.6
0.2 1.0 1.1
1.1 -0.3 -0.5
-1.1 0.7 -0.1
-0.5 -1.0 -1.0
2.2 1.2 0.7
-0.2 -0.2 -0.4
-0.3 0.0 0.0
0.0 0.2 -0.1
-0.5 -0.3 0.0
0.1 0.1 -0.9
-0.1 0.4 0.4
0.1 -0.1 0.2
-0.7 -0.7 -0.1
0.5 0.0 0.9
0.2 -0.2 0.4
0.0 0.0 -0.7
-0.5 -0.5 0.0
-0.3 -0.8 0.1
-0.4 0.5 0.1

- HOMO-LUMO gap: 8.96 eV
- Max |F|: 2.6 eV/A
- Lowest unoccupied orbital energy: 0.1448 eV
- Relative energy (zero: lowest compared OMol25 entry of this formula, charge and spin): 0.0 kcal/mol
- SMILES: CCOS(C)(=O)=O.CCOS(C)(=O)=O.CCOS(C)(=O)=O.CCOS(C)(=O)=O.CCOS(C)(=O)=O.CCOS(C)(=O)=O.CCOS(C)(=O)=O.COCCOCCOC.COCCOCCOC

Here are the Mulliken charges for atoms 1 to 99, given in e:
1. C -1.278
2. C -0.261
3. O -0.249
4. S 1.282
5. C -0.798
6. O -0.691
7. O -0.394
8. H 0.311
9. H 0.253
10. H 0.393
11. H 0.378
12. H 0.355
13. H 0.420
14. H 0.323
15. H 0.095
16. C -1.094
17. C -0.317
18. O -0.255
19. S 1.175
20. C -0.777
21. O -0.646
22. O -0.644
23. H 0.302
24. H 0.297
25. H 0.340
26. H 0.306
27. H 0.356
28. H 0.185
29. H 0.380
30. H 0.389
31. C -1.015
32. C 0.019
33. O -0.448
34. S 1.109
35. C -0.884
36. O -0.359
37. O -0.633
38. H 0.320
39. H 0.374
40. H 0.164
41. H 0.418
42. H -0.035
43. H 0.045
44. H 0.457
45. H 0.408
46. C -1.311
47. C 0.107
48. O -0.239
49. S 1.059
50. C -1.150
51. O -0.624
52. O -0.335
53. H 0.312
54. H 0.300
55. H 0.373
56. H 0.296
57. H 0.128
58. H 0.318
59. H 0.339
60. H 0.406
61. C -1.053
62. C 0.127
63. O -0.316
64. S 0.683
65. C -0.517
66. O -0.307
67. O -0.606
68. H 0.072
69. H 0.038
70. H 0.495
71. H 0.157
72. H 0.406
73. H 0.414
74. H 0.053
75. H 0.280
76. C -1.266
77. C 0.116
78. O -0.322
79. S 1.394
80. C 0.030
81. O -0.700
82. O -0.606
83. H 0.244
84. H 0.401
85. H 0.315
86. H 0.027
87. H 0.384
88. H -0.585
89. H 0.117
90. H 0.387
91. C -0.546
92. C -0.640
93. O -0.124
94. S 1.183
95. C -0.765
96. O -0.653
97. O -0.656
98. H -0.185
99. H 0.310